1.
ORCA calculation (wB97M-V/def2-TZVPD) on a molecular structure, C34H27AsBr2N4O9S2Ti in a non-equilibrium geometry.

## Properties
Relative energy (zero: lowest compared OMol25 entry of this formula, charge and spin)   181.39 kJ/mol
LUMO level (spin up / spin down)   1.88 / 1.84 eV
Molecular weight   982.3 g/mol
Maximum force   3.06 eV/A
2S+1   2
Charge   -1

Positions of all 80 atoms, in Å:
Ti: -0.601 -0.093 0.114
C: -4.097 -1.104 -0.104
C: -3.763 0.342 0.098
C: -4.767 1.257 0.428
C: -4.507 2.599 0.543
C: -3.211 3.060 0.259
C: -2.774 4.402 0.262
Br: -4.012 5.790 0.659
C: -1.476 4.746 -0.014
C: -0.552 3.755 -0.352
Br: 1.248 4.198 -0.704
C: -0.913 2.416 -0.417
O: -0.110 1.449 -0.772
C: -2.249 2.077 -0.065
N: -2.505 0.732 -0.090
H: -4.799 -1.203 -0.933
H: -4.567 -1.532 0.783
H: -3.206 -1.671 -0.356
H: -5.772 0.891 0.592
H: -5.287 3.290 0.832
H: -1.169 5.782 0.024
O: -2.429 -3.188 -2.254
As: -0.722 -2.721 -1.776
O: 0.096 -2.936 -3.157
O: -1.068 -1.128 -1.315
C: -0.576 -4.225 -0.520
C: -1.240 -5.419 -0.751
C: -1.068 -6.469 0.143
C: -0.228 -6.343 1.244
C: 0.445 -5.151 1.471
C: 0.259 -4.111 0.583
S: 0.822 -2.451 0.788
O: 1.813 -2.408 1.834
O: -0.483 -1.815 1.136
O: 1.282 -2.059 -0.537
H: -2.671 -2.573 -2.955
H: -1.885 -5.505 -1.614
H: -1.596 -7.399 -0.025
H: -0.099 -7.171 1.928
H: 1.109 -5.015 2.316
O: 1.257 0.193 0.862
S: 2.111 0.309 2.097
C: 3.823 0.042 1.450
C: 4.075 0.734 0.148
C: 3.476 0.281 -1.027
C: 3.712 0.937 -2.225
C: 4.555 2.037 -2.268
C: 5.163 2.487 -1.105
C: 4.915 1.844 0.098
C: 2.220 2.119 2.326
C: 3.261 2.477 3.344
C: 3.363 1.769 4.542
C: 4.354 2.076 5.462
C: 5.255 3.099 5.204
C: 5.147 3.822 4.025
C: 4.159 3.511 3.102
H: 3.877 -1.042 1.358
H: 4.496 0.384 2.234
H: 2.828 -0.583 -1.004
H: 3.226 0.586 -3.126
H: 4.733 2.549 -3.206
H: 5.819 3.349 -1.133
H: 5.382 2.194 1.011
H: 1.232 2.413 2.675
H: 2.413 2.563 1.350
H: 2.657 0.976 4.754
H: 4.426 1.513 6.384
H: 6.035 3.333 5.917
H: 5.841 4.627 3.818
H: 4.074 4.079 2.183
N: -2.575 -0.807 2.736
C: -1.677 0.199 2.962
O: -0.960 0.633 2.006
C: -1.630 0.742 4.263
C: -0.837 1.865 4.569
N: -0.182 2.783 4.822
C: -2.346 0.131 5.311
N: -2.917 -0.393 6.170
H: -2.333 -1.420 1.976
H: -2.974 -1.251 3.548

Atomic partial charges in e from the Löwdin method, atoms 1 to 6: 0.9373, -0.0191, -0.2785, -0.0045, -0.0064, -0.1843



2.
ORCA calculation (wB97M-V/def2-TZVPD) on a molecular structure, C17H28ClN5O6PbSe.

## Properties
Relative energy (zero: lowest compared OMol25 entry of this formula, charge and spin)   0.00 kJ/mol
LUMO level   -6.36 eV
Molecular weight   720.1 g/mol
Maximum force   0.12 eV/A
Charge   +2

Positions of all 59 atoms, in Å:
Pb: -0.929 -0.178 1.681
C: -1.734 -4.614 2.221
C: -0.389 -4.078 1.744
C: 0.685 -5.169 1.859
C: 0.078 -2.839 2.488
C: -0.545 -2.362 3.648
C: -0.018 -1.284 4.364
C: 1.154 -0.638 3.959
C: 1.721 0.507 4.749
C: 1.762 -1.092 2.786
C: 1.231 -2.160 2.063
H: -2.030 -5.456 1.597
H: -2.525 -3.866 2.167
H: -1.666 -4.982 3.246
H: -0.481 -3.806 0.686
H: 0.821 -5.455 2.903
H: 1.650 -4.846 1.468
H: 0.375 -6.054 1.304
H: -1.439 -2.848 4.016
H: -0.516 -0.961 5.270
H: 1.233 1.447 4.480
H: 2.789 0.619 4.566
H: 1.571 0.355 5.816
H: 2.675 -0.619 2.444
H: 1.748 -2.506 1.175
O: -3.784 -0.869 -0.855
Cl: -3.737 -0.638 0.547
O: -4.984 -0.716 1.182
O: -3.091 0.679 0.803
O: -2.779 -1.610 1.157
N: -0.751 -0.292 -1.033
C: -1.341 0.824 -1.805
C: -1.097 0.750 -3.321
C: 0.353 0.840 -3.831
C: 0.803 2.207 -4.367
N: 1.555 2.986 -3.379
C: 2.343 4.013 -3.676
N: 3.051 4.599 -2.708
N: 2.437 4.467 -4.923
C: -0.816 2.100 -1.187
O: 0.330 2.250 -0.827
O: -1.781 3.018 -1.038
H: 0.220 -0.421 -1.302
H: -1.258 -1.143 -1.270
H: -2.414 0.804 -1.638
H: -1.714 1.512 -3.804
H: -1.522 -0.207 -3.631
H: 0.455 0.134 -4.653
H: 1.072 0.506 -3.077
H: -0.066 2.781 -4.703
H: 1.452 2.055 -5.230
H: 1.365 2.812 -2.399
H: 3.166 4.151 -1.815
H: 3.568 5.445 -2.878
H: 1.818 4.149 -5.648
H: 3.142 5.139 -5.178
Se: -1.433 4.475 0.016
C: -1.035 3.420 1.476
N: -0.746 2.666 2.296

Atomic partial charges in e from the Löwdin method, atoms 1 to 6: 1.6439, -0.0640, -0.3805, -0.0450, -0.2778, -0.0709



3.
ORCA calculation (wB97M-V/def2-TZVPD) on a single C4H4S molecule in a non-equilibrium geometry.

## Properties
Relative energy (zero: lowest compared OMol25 entry of this formula, charge and spin)   334.10 kJ/mol
LUMO level   -0.65 eV
Molecular weight   84.1 g/mol
Maximum force   7.16 eV/A
SMILES   CC#CC=S

Positions of all 9 atoms, in Å:
C: 0.624 -0.366 -0.295
C: -0.515 -0.029 -0.113
C: 2.297 -0.628 -0.281
C: -1.827 0.440 0.175
S: 3.201 0.626 0.131
H: 2.637 -1.575 -0.357
H: -1.722 1.305 0.836
H: -2.324 -0.248 0.750
H: -2.371 0.474 -0.845

Atomic partial charges in e from the Löwdin method, atoms 1 to 6: -0.0337, -0.1741, -0.6085, -0.1081, 0.6911, -0.0255



Q: Which formula does entry 2 have?
A: C17H28ClN5O6PbSe